{"formula": "C30H27CrN2O3", "method": "ωB97M-V with the def2-TZVPD basis set", "total_energy_ev": -69071.8122, "total_charge": 2, "homo_energy_ev": [-11.94, -13.76], "spin_multiplicity": 4, "symbols": ["C", "C", "N", "C", "C", "N", "C", "C", "H", "H", "H", "H", "H", "H", "H", "H", "H", "H", "H", "H", "O", "C", "Cr", "C", "O", "C", "O", "C", "C", "C", "C", "C", "C", "C", "C", "C", "C", "C", "C", "C", "C", "C", "C", "C", "C", "C", "C", "C", "H", "H", "H", "H", "H", "H", "H", "H", "H", "H", "H", "H", "H", "H", "H"], "xyz": [[3.3371, -0.5062, 0.2156], [4.8705, -0.5054, 0.2270], [5.3640, 0.8916, 0.2211], [4.8658, 1.5748, -1.0043], [3.3322, 1.5662, -1.0015], [2.8407, 0.8904, 0.2215], [3.3394, 1.5741, 1.4471], [4.8730, 1.5665, 1.4442], [2.9398, -1.0178, -0.6669], [2.9267, -1.0292, 1.0854], [5.2699, -1.0161, 1.1093], [5.2830, -1.0273, -0.6427], [5.2659, 2.5934, -1.0234], [5.2745, 1.0645, -1.8822], [2.9234, 2.5813, -1.0286], [2.9290, 1.0480, -1.8774], [2.9402, 2.5930, 1.4665], [2.9325, 1.0643, 2.3259], [5.2780, 1.0479, 2.3192], [5.2826, 2.5814, 1.4711], [-6.4179, -3.5403, -0.0130], [-5.3357, -3.4827, -0.3653], [-3.5592, -3.4021, -0.9109], [-3.6659, -1.5606, -1.2640], [-3.7111, -0.4418, -1.4774], [-3.9825, -3.7837, -2.6967], [-4.2181, -4.0214, -3.7855], [-2.9846, -5.4089, -0.3180], [-3.2687, -4.6434, 0.8418], [-2.6376, -3.3945, 1.0481], [-1.7017, -2.8820, 0.0909], [-1.1336, -1.5980, 0.2522], [-0.8640, -0.3922, 0.3072], [-0.8465, 0.9766, 0.3120], [-0.8494, 1.6457, -0.9755], [-0.6282, 0.9062, -2.1495], [-0.6405, 1.5063, -3.3843], [-0.8858, 2.8606, -3.4989], [-1.1237, 3.6134, -2.3668], [-1.0966, 3.0165, -1.1359], [-0.9275, 1.6350, 1.6011], [-0.7679, 0.8872, 2.7798], [-0.8640, 1.4761, 4.0164], [-1.1311, 2.8266, 4.1273], [-1.3032, 3.5877, 2.9888], [-1.1946, 3.0024, 1.7570], [-1.4343, -3.6633, -1.0817], [-2.0500, -4.9252, -1.2694], [-3.4823, -6.3713, -0.4756], [-4.0134, -5.0027, 1.5571], [-2.8646, -2.8080, 1.9402], [-0.4549, -0.1518, -2.0715], [-0.4683, 0.9160, -4.2682], [-0.9160, 3.3238, -4.4700], [-1.3450, 4.6643, -2.4488], [-1.3102, 3.6234, -0.1431], [-0.5630, -0.1654, 2.7033], [-0.7350, 0.8808, 4.9040], [-1.2243, 3.2809, 5.0987], [-1.5326, 4.6369, 3.0657], [-1.3421, 3.6186, 0.7581], [-0.7723, -3.2589, -1.8486], [-1.8204, -5.5222, -2.1580]], "forces_ev_per_a": [[-2.54, 0.79, 0.05], [2.63, 0.67, -0.04], [-2.26, -0.23, -0.09], [2.60, -0.29, 0.90], [-2.49, -0.21, 0.85], [1.98, -0.22, 0.08], [-2.53, -0.34, -0.98], [2.59, -0.16, -0.76], [0.21, 0.19, 0.03], [0.22, 0.17, -0.02], [-0.21, 0.19, -0.05], [-0.22, 0.17, 0.03], [-0.21, -0.12, 0.13], [-0.19, -0.07, 0.20], [0.21, -0.09, 0.12], [0.18, -0.06, 0.19], [0.20, -0.11, -0.13], [0.18, -0.07, -0.19], [-0.20, -0.06, -0.20], [-0.23, -0.10, -0.12], [1.21, 0.01, -0.34], [-2.43, -0.01, 0.66], [-0.07, -0.46, -0.04], [-0.11, 2.41, -0.39], [0.06, -1.33, 0.26], [-0.62, -0.44, -2.28], [0.31, 0.23, 1.23], [0.09, -0.62, 0.08], [0.27, 0.00, -0.08], [0.26, 0.05, 0.55], [0.04, -0.70, 0.12], [0.66, 1.81, 0.08], [-0.91, -2.89, -0.20], [0.11, 1.00, 0.13], [0.12, 0.10, -0.42], [0.02, -0.02, 0.30], [0.07, -0.15, -0.18], [-0.06, 0.19, -0.35], [-0.03, 0.22, -0.18], [-0.41, 0.99, 1.96], [-0.03, 0.15, 0.38], [0.06, -0.04, -0.31], [0.06, -0.15, 0.19], [-0.09, 0.15, 0.32], [-0.03, 0.25, 0.15], [-0.28, 1.05, -1.95], [0.53, 0.02, -0.24], [0.18, 0.05, 0.45], [0.20, 0.48, 0.05], [0.29, 0.17, -0.26], [0.04, -0.17, -0.37], [0.08, -0.28, -0.03], [0.03, -0.11, -0.17], [0.02, 0.08, -0.19], [-0.01, 0.18, -0.02], [0.60, -1.11, -6.50], [0.06, -0.29, 0.04], [0.02, -0.12, 0.16], [0.01, 0.08, 0.19], [-0.02, 0.18, 0.02], [0.12, -1.17, 6.54], [-0.14, -0.19, 0.33], [-0.21, 0.36, 0.29]], "nbo_charge": [-0.265, -0.272, -0.162, -0.269, -0.266, -0.199, -0.264, -0.271, 0.238, 0.242, 0.248, 0.247, 0.251, 0.249, 0.249, 0.245, 0.249, 0.247, 0.249, 0.251, -0.383, 0.756, -0.692, 0.757, -0.392, 0.755, -0.382, -0.238, -0.136, -0.232, 0.031, -0.136, 0.167, -0.126, -0.015, -0.208, -0.216, -0.174, -0.195, -0.153, -0.023, -0.200, -0.213, -0.166, -0.210, -0.136, -0.246, -0.127, 0.285, 0.282, 0.279, 0.204, 0.225, 0.232, 0.233, 0.174, 0.209, 0.228, 0.232, 0.234, 0.169, 0.271, 0.280]}

=====

{"formula": "C30H27F6IrNO7PS3", "method": "ωB97M-V with the def2-TZVPD basis set", "total_energy_ev": -108305.8069, "homo_energy_ev": [-7.94, -9.08], "de_lowest_kj_mol": 0.0, "spin_multiplicity": 5, "symbols": ["Ir", "C", "C", "C", "C", "C", "C", "C", "P", "C", "C", "C", "C", "C", "C", "C", "C", "C", "C", "C", "C", "C", "C", "H", "H", "H", "H", "H", "H", "H", "H", "H", "H", "H", "H", "H", "H", "H", "H", "H", "H", "H", "H", "F", "C", "F", "F", "S", "O", "O", "N", "S", "O", "O", "C", "F", "F", "F", "C", "C", "C", "C", "C", "C", "C", "S", "O", "O", "O", "H", "H", "H", "H", "H", "H", "H"], "xyz": [[1.3102, -0.0037, -1.3293], [-0.2451, -0.7174, 3.9895], [1.1702, -0.7971, 3.4530], [2.1164, -1.3897, 4.2896], [3.4425, -1.5390, 3.9203], [3.8642, -1.0845, 2.6823], [2.9430, -0.5037, 1.8282], [1.5981, -0.3549, 2.1876], [0.5745, 0.4584, 0.8975], [-1.1483, -0.0591, 1.0743], [-2.1190, 0.9365, 1.1538], [-3.4659, 0.6146, 1.2017], [-3.8422, -0.7175, 1.1620], [-2.8755, -1.7103, 1.0670], [-1.5165, -1.4157, 1.0166], [-0.5253, -2.5504, 0.9192], [0.6875, 2.2303, 1.3463], [0.7742, 2.5684, 2.6909], [1.1109, 3.8494, 3.1052], [1.4261, 4.8245, 2.1552], [1.3266, 4.5321, 0.8200], [0.8932, 3.2546, 0.3613], [0.6172, 3.1039, -0.9985], [-0.2218, -0.4610, 5.0509], [-0.7446, -1.6879, 3.9008], [-0.8704, 0.0072, 3.4794], [1.7931, -1.7405, 5.2656], [4.1451, -2.0062, 4.6013], [4.8980, -1.1889, 2.3741], [3.2765, -0.1514, 0.8636], [-1.8120, 1.9782, 1.1750], [-4.2136, 1.3982, 1.2585], [-4.8920, -0.9877, 1.1934], [-3.1818, -2.7505, 1.0165], [-1.0409, -3.4756, 0.6612], [-0.0027, -2.7092, 1.8649], [0.2289, -2.3729, 0.1542], [0.6064, 1.8131, 3.4475], [1.1566, 4.0778, 4.1630], [1.7420, 5.8102, 2.4747], [1.5473, 5.2865, 0.0726], [0.8245, 3.9143, -1.6891], [0.1252, 2.2296, -1.4094], [6.3131, 1.1921, -2.5716], [5.2007, 1.3070, -3.2787], [4.7938, 2.5678, -3.2896], [5.3923, 0.8795, -4.5140], [3.8645, 0.3311, -2.5033], [3.5686, 1.0240, -1.2455], [2.7463, 0.3182, -3.4362], [4.5964, -1.0418, -2.3132], [3.7881, -2.3106, -1.8189], [4.6664, -3.2926, -1.2863], [2.6330, -1.9223, -0.9860], [3.0957, -3.1029, -3.3474], [2.8390, -4.3669, -3.0488], [1.9870, -2.5032, -3.7430], [4.0167, -3.0394, -4.3019], [-6.8033, -0.0621, -1.3345], [-5.3440, -0.2073, -1.6860], [-4.5361, 0.9089, -1.8652], [-3.1967, 0.7758, -2.2083], [-2.6635, -0.4936, -2.3715], [-3.4528, -1.6272, -2.1973], [-4.7820, -1.4753, -1.8523], [-1.0002, -0.7014, -2.9123], [-1.0491, -1.2315, -4.2378], [-0.3456, 0.6368, -2.7853], [-0.3126, -1.5672, -1.9168], [-7.0265, 0.9406, -0.9665], [-7.0976, -0.7841, -0.5694], [-7.4306, -0.2422, -2.2123], [-4.9566, 1.9020, -1.7311], [-2.5654, 1.6462, -2.3477], [-3.0182, -2.6152, -2.3258], [-5.4018, -2.3561, -1.7076]], "forces_ev_per_a": [[-0.34, 0.42, 0.74], [0.10, -0.01, -0.01], [-0.12, -0.04, -0.03], [0.00, -0.01, 0.07], [-0.01, -0.02, 0.05], [0.02, 0.03, -0.08], [-0.08, 0.04, 0.10], [-0.03, -0.04, -0.03], [0.24, -0.34, -0.16], [-0.06, 0.02, -0.11], [0.01, 0.09, 0.01], [-0.02, -0.03, 0.07], [0.05, -0.02, 0.12], [0.01, 0.02, 0.07], [-0.02, -0.07, -0.02], [-0.02, 0.13, 0.07], [0.15, 0.06, -0.16], [0.05, -0.07, 0.02], [-0.01, 0.07, 0.01], [0.01, 0.00, 0.11], [-0.05, -0.04, -0.10], [-0.14, -0.02, 0.06], [0.07, -0.01, -0.04], [0.02, -0.03, -0.05], [0.04, 0.08, -0.02], [0.01, 0.06, 0.02], [0.02, 0.03, -0.08], [-0.05, 0.02, -0.04], [-0.08, 0.01, 0.01], [0.03, 0.03, -0.09], [-0.06, -0.08, 0.02], [0.07, -0.06, 0.00], [0.07, 0.00, 0.00], [0.01, 0.06, 0.01], [0.00, 0.04, 0.00], [-0.02, 0.01, 0.02], [0.01, 0.02, 0.04], [0.03, -0.03, -0.02], [0.02, -0.02, -0.06], [-0.02, -0.03, -0.02], [-0.03, -0.03, 0.06], [-0.03, -0.09, 0.09], [0.04, 0.05, 0.02], [0.09, 0.14, -0.10], [-0.18, -0.24, 0.12], [0.14, 0.21, -0.12], [0.18, 0.08, -0.11], [-0.05, -0.19, 0.08], [-0.04, -0.15, -0.25], [0.26, -0.03, 0.28], [-0.26, -0.01, -0.12], [0.03, 0.35, 0.47], [0.05, 0.04, 0.05], [0.10, -0.20, -0.52], [0.06, 0.25, 0.26], [-0.10, -0.15, -0.15], [0.02, 0.00, -0.09], [-0.11, -0.11, -0.09], [0.06, -0.01, -0.03], [-0.06, 0.00, -0.09], [-0.07, 0.02, -0.05], [0.05, -0.09, 0.01], [-0.12, 0.09, 0.04], [0.07, 0.00, -0.04], [-0.10, 0.00, -0.07], [0.05, -0.08, -0.09], [0.00, -0.02, -0.03], [0.10, -0.13, 0.00], [-0.11, 0.00, -0.06], [0.02, -0.05, -0.02], [0.00, 0.03, -0.03], [0.04, 0.01, 0.06], [0.04, -0.10, -0.02], [-0.06, -0.07, 0.01], [-0.07, 0.14, 0.00], [0.05, 0.07, -0.01]], "mulliken_charge": [2.940, -2.029, 1.587, -0.813, -0.721, -0.975, -1.246, 0.896, 0.743, 0.712, -0.991, -0.969, -0.682, -0.930, 1.125, -1.823, 0.585, -0.337, -0.934, -0.599, -1.031, 1.916, -1.514, 0.585, 0.462, 0.289, 0.454, 0.397, 0.457, 0.653, 0.399, 0.461, 0.481, 0.465, 0.466, 0.183, 0.300, 0.241, 0.438, 0.408, 0.413, 0.248, -0.209, -0.193, 0.385, -0.189, -0.196, 1.194, -0.681, -0.654, -0.551, 0.964, -0.655, -0.629, 0.621, -0.216, -0.147, -0.235, -1.659, 0.919, -0.859, -0.244, 0.171, -0.617, -0.637, 1.229, -0.661, -0.902, -0.833, 0.363, 0.368, 0.376, 0.355, 0.450, 0.490, 0.368]}

=====

{"formula": "C30H27N10PS2Sr", "method": "ωB97M-V with the def2-TZVPD basis set", "total_energy_ev": -78234.2423, "total_charge": 2, "homo_energy_ev": -12.53, "de_lowest_kj_mol": 31.7, "spin_multiplicity": 1, "symbols": ["Sr", "S", "N", "C", "C", "C", "C", "C", "N", "C", "C", "N", "C", "C", "C", "C", "C", "N", "H", "H", "H", "H", "H", "H", "N", "C", "C", "C", "C", "C", "C", "S", "N", "C", "C", "C", "C", "C", "C", "N", "H", "H", "H", "H", "H", "H", "H", "H", "H", "C", "N", "C", "N", "C", "N", "C", "P", "C", "C", "H", "H", "H", "H", "H", "H", "H", "H", "H", "H", "H", "H"], "xyz": [[-0.0745, -0.9950, 0.2087], [5.7395, -0.4360, 5.7213], [4.1627, -0.5695, 5.8954], [3.6462, -0.6052, 4.6817], [2.2407, -0.7246, 4.3383], [1.2662, -0.7846, 5.3446], [-0.0472, -0.8830, 4.9564], [-0.3346, -0.9129, 3.5970], [0.5645, -0.8231, 2.6275], [1.8530, -0.7472, 2.9944], [2.8594, -0.6826, 1.9226], [2.4215, -0.7593, 0.6779], [3.3148, -0.7459, -0.3279], [4.6734, -0.6386, -0.1103], [5.1415, -0.5271, 1.1878], [4.2091, -0.5908, 2.2426], [4.6104, -0.5168, 3.6563], [5.8648, -0.4211, 4.1179], [1.5753, -0.7435, 6.4042], [-0.8323, -0.9044, 5.6983], [-1.3637, -0.9895, 3.2790], [2.8955, -0.7654, -1.3507], [5.3571, -0.5683, -0.9259], [6.2056, -0.3590, 1.4045], [-1.6350, -2.8593, -4.0320], [-1.3036, -2.0631, -5.1699], [-1.5796, -2.5262, -6.4413], [-1.3111, -1.6979, -7.5322], [-0.7498, -0.4484, -7.3721], [-0.4705, 0.0323, -6.0963], [-0.7418, -0.7871, -4.9887], [-0.4655, -0.1756, -3.3403], [-0.4211, -1.6122, -2.4395], [-1.0696, -2.6651, -2.8213], [-1.1873, -3.8089, -1.8972], [-1.3460, -5.1044, -2.4077], [-1.4100, -6.1239, -1.4893], [-1.3215, -5.8417, -0.1124], [-1.1352, -4.5443, 0.2907], [-1.0701, -3.5348, -0.5913], [-2.2667, -3.6535, -4.1850], [-1.9966, -3.5080, -6.5835], [-1.5962, -2.0068, -8.5239], [-0.5313, 0.1694, -8.2468], [-0.0506, 0.9905, -5.9105], [-1.3339, -5.3076, -3.4621], [-1.5017, -7.1739, -1.8093], [-1.3814, -6.6737, 0.6296], [-1.0609, -4.2773, 1.3237], [-3.1287, 4.7192, 1.7828], [-1.9875, 4.3069, 2.5678], [-0.8245, 5.1271, 2.2125], [-0.4919, 5.0775, 0.7980], [-1.6826, 5.4187, 0.0320], [-2.8960, 4.6280, 0.3193], [-2.7110, 3.1960, -0.0818], [-1.2365, 2.3365, 0.6890], [-1.7114, 2.8798, 2.4509], [0.0105, 3.7083, 0.4264], [-3.3868, 5.7576, 1.9987], [-4.0141, 4.0698, 1.9970], [0.0504, 4.7488, 2.7592], [-1.0101, 6.1459, 2.5441], [-1.4183, 5.3877, -1.0254], [-1.9753, 6.4205, 0.2340], [-2.6588, 3.1515, -1.1851], [-3.6180, 2.6797, 0.1748], [-0.8951, 2.6092, 3.1437], [-2.6234, 2.3326, 2.7888], [0.2556, 3.6852, -0.6315], [0.9417, 3.5084, 0.9721]], "forces_ev_per_a": [[-0.61, -0.01, -1.04], [0.63, 0.05, 0.04], [-0.38, -0.01, 0.25], [-0.10, -0.02, -0.84], [-0.04, 0.09, 0.60], [0.33, 0.04, 0.20], [0.01, 0.07, 0.24], [-0.44, 0.15, 0.13], [0.01, -0.33, 0.62], [0.52, 0.16, 0.21], [0.04, -0.26, 1.17], [0.12, -0.07, -1.65], [-0.86, 0.14, -0.12], [0.26, 0.29, 0.54], [-0.15, 0.02, 0.36], [1.25, 0.38, 0.15], [0.34, -0.16, -0.39], [-0.78, -0.02, -0.24], [-0.23, -0.04, -0.73], [-0.12, -0.10, -0.13], [-0.26, 0.01, -0.01], [0.34, -0.11, 0.60], [0.25, -0.07, -0.48], [-0.55, -0.23, -0.08], [-0.27, 0.11, -0.49], [0.02, 0.63, 0.28], [0.30, 0.57, -0.09], [-0.25, -0.20, 0.00], [0.14, 0.54, -0.06], [-0.24, -1.52, 0.76], [-0.23, 0.00, -0.67], [-0.14, 0.02, -0.52], [-0.16, -0.35, 0.58], [0.07, 0.30, -0.27], [0.23, -0.46, 0.31], [0.23, 0.58, 0.81], [-0.02, -1.00, 0.87], [-0.14, -1.51, -0.06], [-0.21, 0.26, -0.88], [0.13, 0.25, 0.14], [0.60, 0.69, 0.19], [-0.16, -0.19, -0.06], [0.10, -0.24, -0.13], [-0.15, -0.20, 0.34], [0.31, 0.70, -0.12], [-0.06, -0.03, -0.18], [0.00, 0.65, 0.13], [0.07, 0.90, -0.73], [0.08, 0.03, 0.51], [-0.95, -0.64, -0.80], [0.35, -0.17, 0.14], [0.45, -0.66, 0.47], [0.02, -1.16, -0.23], [-0.21, -0.49, -0.65], [1.06, -1.13, 0.19], [0.12, 1.09, -0.77], [-0.39, 0.68, 0.82], [-0.28, -0.49, 0.34], [-0.32, 0.74, 0.16], [0.08, -0.07, 0.14], [0.67, 0.54, 0.10], [-0.24, 0.15, 0.08], [-0.06, 0.15, -0.24], [-0.22, -0.25, -0.10], [0.08, 1.06, 0.35], [0.17, 0.06, 0.40], [-0.39, -0.46, 0.28], [-0.24, 0.12, -0.23], [0.61, 0.21, -0.32], [0.11, 0.25, -0.21], [-0.25, 0.00, 0.01]], "mulliken_charge": [2.062, 0.229, -0.616, 0.831, 0.543, -0.542, -0.870, -0.523, -0.037, -0.502, -0.488, -0.311, -0.425, -0.790, -0.485, 0.583, 0.799, -0.632, 0.514, 0.480, 0.527, 0.458, 0.472, 0.515, -0.158, 0.268, -0.615, -0.641, -0.601, -0.664, 0.590, 0.035, -0.368, 0.781, 0.016, -0.843, -0.416, -0.679, -0.234, -0.048, 0.313, 0.376, 0.393, 0.381, 0.463, 0.478, 0.428, 0.350, 0.509, -0.897, 0.159, -0.957, 0.121, -0.908, 0.051, -1.040, 0.672, -0.860, -0.893, 0.304, 0.375, 0.388, 0.276, 0.391, 0.337, 0.389, 0.474, 0.404, 0.420, 0.431, 0.457]}